# 1
The following is a quantum chemistry calculation of a single C4H7N molecule in a non-equilibrium geometry, from the Open Molecules 2025 dataset.

Calculated values
molar mass = 69.107 g mol⁻¹
HOMO energy = -8.881 eV
lowest unoccupied orbital energy = 1.0 eV
energy relative to the best compared isomer or geometry (same formula, charge and spin) = 59.8 kcal/mol
DFT total energy = -211.26531 hartree
SMILES string = [H]/N=C1/C[C@@H]1C

Positions of all 12 atoms, in Å:
C: 1.45 0.04 -0.10
C: 0.82 1.24 0.29
C: 0.03 0.19 -0.54
C: -1.15 -0.57 0.21
N: 2.46 -0.70 -0.08
H: 0.42 1.22 1.24
H: 1.16 2.12 -0.29
H: -0.18 0.28 -1.60
H: -2.03 0.00 0.37
H: -0.83 -0.60 1.25
H: -1.18 -1.68 -0.20
H: 2.32 -1.64 -0.26

# 2
The following is a quantum chemistry calculation of a molecular structure, C38H67CrN6O2PSi in a non-equilibrium geometry, from the Open Molecules 2025 dataset.

Calculated values
molar mass = 751.050 g mol⁻¹
HOMO energy (spin up / spin down) = -5.216 / -6.244 eV
lowest unoccupied orbital energy (spin up / spin down) = 0.3 / 0.2 eV
energy relative to the best compared isomer or geometry (same formula, charge and spin) = 26.5 kcal/mol
DFT total energy = -3642.57147 hartree
2S+1 = 5

Positions of all 116 atoms, in Å:
Cr: -0.67 0.21 -0.25
C: 2.08 6.05 -4.15
C: 1.85 6.25 -2.67
C: 2.52 5.49 -1.72
C: 2.30 5.67 -0.36
C: 1.38 6.61 0.07
N: 1.11 6.84 1.46
C: 1.31 5.90 2.45
O: 1.75 6.16 3.55
N: 0.97 4.60 2.10
C: -0.05 4.12 1.27
C: -1.02 4.90 0.64
C: -1.98 4.25 -0.11
C: -1.98 2.87 -0.22
N: -1.03 2.13 0.35
C: -0.10 2.75 1.08
C: 0.70 7.38 -0.86
C: 0.94 7.20 -2.22
H: 2.67 5.15 -4.33
H: 2.62 6.90 -4.58
H: 1.14 5.95 -4.68
H: 3.23 4.74 -2.04
H: 2.83 5.06 0.36
H: 1.27 7.77 1.81
H: 1.30 3.95 2.80
H: -1.02 5.97 0.74
H: -2.76 4.82 -0.60
H: -2.72 2.33 -0.79
H: 0.65 2.12 1.54
H: -0.03 8.11 -0.52
H: 0.39 7.81 -2.93
O: -0.09 -1.82 0.12
P: 0.19 -2.70 1.31
N: -0.78 -4.02 1.30
C: -1.92 -4.15 0.36
C: -2.58 -5.49 0.78
C: -1.71 -6.05 1.92
C: -0.37 -5.35 1.74
N: 1.72 -3.24 1.33
C: 2.32 -3.88 0.13
C: 3.69 -4.37 0.62
C: 3.57 -4.39 2.15
C: 2.68 -3.19 2.43
N: -0.07 -1.89 2.71
C: 0.17 -0.46 2.81
C: -0.71 0.00 3.99
C: -1.20 -1.29 4.67
C: -0.40 -2.43 4.02
H: -1.56 -4.20 -0.67
H: -2.59 -3.30 0.44
H: -2.62 -6.17 -0.06
H: -3.61 -5.33 1.12
H: -1.61 -7.14 1.88
H: -2.13 -5.78 2.89
H: 0.23 -5.86 0.98
H: 0.21 -5.31 2.66
H: 2.41 -3.17 -0.69
H: 1.69 -4.70 -0.22
H: 4.47 -3.66 0.32
H: 3.95 -5.34 0.20
H: 4.54 -4.32 2.65
H: 3.07 -5.30 2.48
H: 3.27 -2.26 2.41
H: 2.19 -3.24 3.40
H: -0.15 -0.02 1.86
H: 1.23 -0.22 2.97
H: -1.55 0.59 3.63
H: -0.14 0.63 4.67
H: -2.26 -1.44 4.47
H: -1.06 -1.27 5.75
H: -0.97 -3.35 3.92
H: 0.50 -2.64 4.61
C: -5.16 0.19 0.20
C: -3.72 0.06 0.71
C: -3.66 -1.01 1.80
C: -2.71 -0.26 -0.42
H: -5.87 0.38 1.02
H: -5.46 -0.74 -0.30
H: -5.25 1.00 -0.52
H: -3.46 1.02 1.18
H: -4.20 -1.91 1.48
H: -4.12 -0.68 2.74
H: -2.62 -1.30 2.01
H: -3.03 0.24 -1.35
H: -2.77 -1.34 -0.63
C: 2.47 -0.14 -2.14
Si: 0.60 0.09 -2.49
C: 0.17 -1.42 -3.61
C: -1.36 -1.63 -3.65
C: 0.68 -1.33 -5.05
C: 0.79 -2.69 -2.99
C: 0.56 1.76 -3.51
C: -0.88 2.06 -3.93
C: 1.02 2.87 -2.56
C: 1.46 1.86 -4.76
H: 3.07 -0.35 -3.04
H: 2.61 -0.98 -1.45
H: 2.88 0.75 -1.66
H: -1.89 -0.74 -3.99
H: -1.75 -1.88 -2.65
H: -1.61 -2.46 -4.33
H: 0.09 -0.63 -5.65
H: 0.59 -2.31 -5.54
H: 1.73 -1.03 -5.11
H: 0.51 -2.80 -1.94
H: 1.88 -2.67 -3.06
H: 0.44 -3.57 -3.54
H: -1.56 2.06 -3.07
H: -1.27 1.32 -4.64
H: -0.95 3.05 -4.41
H: 0.48 2.86 -1.61
H: 0.85 3.85 -3.03
H: 2.09 2.80 -2.33
H: 1.08 1.28 -5.60
H: 2.48 1.53 -4.56
H: 1.52 2.91 -5.09

# 3
The following is a quantum chemistry calculation of a single C5H9NO molecule in a non-equilibrium geometry, from the Open Molecules 2025 dataset.

Calculated values
molar mass = 99.133 g mol⁻¹
HOMO energy = -8.131 eV
lowest unoccupied orbital energy = 1.0 eV
energy relative to the best compared isomer or geometry (same formula, charge and spin) = 103.6 kcal/mol
DFT total energy = -325.77245 hartree
SMILES string = C[C@H]1O[C@H]2N[C@]21C

Positions of all 16 atoms, in Å:
C: 1.05 1.23 -0.41
C: 0.71 -1.85 0.23
N: -0.85 1.17 1.15
C: -0.21 0.51 -0.06
C: -1.72 0.59 0.21
C: -0.33 -0.93 -0.33
O: -1.83 -0.80 0.32
H: -0.83 2.19 1.00
H: -2.38 1.17 -0.44
H: -0.69 -1.21 -1.32
H: 1.56 0.78 -1.26
H: 0.88 2.29 -0.63
H: 1.73 1.17 0.45
H: 1.23 -1.42 1.09
H: 0.25 -2.79 0.54
H: 1.45 -2.10 -0.54

# 4
The following is a quantum chemistry calculation of a single C10H18O7Si molecule in a non-equilibrium geometry, from the Open Molecules 2025 dataset.

Calculated values
molar mass = 278.333 g mol⁻¹
HOMO energy = -10.383 eV
lowest unoccupied orbital energy = 0.4 eV
DFT total energy = -1208.19246 hartree
SMILES string = CC(=O)O[Si](OC(C)=O)(OC(C)=O)OC(C)(C)C

Positions of all 36 atoms, in Å:
O: 2.38 -2.23 -1.35
O: 2.17 2.05 0.38
O: -2.56 -1.87 -0.27
O: 0.75 -0.87 -0.43
O: 0.72 1.53 -1.40
O: -1.68 0.03 -1.31
O: -0.70 0.84 0.98
C: 1.37 -1.58 -1.44
C: 1.84 2.05 -0.79
C: -2.54 -0.92 -1.06
C: 0.62 -1.56 -2.72
C: 2.83 2.79 -1.70
C: -3.77 -0.78 -1.85
C: 1.26 -0.56 2.02
C: -0.05 1.08 3.34
C: -1.12 -0.98 2.52
C: -0.14 0.09 2.18
Si: -0.23 0.47 -0.57
H: 0.98 -2.36 -3.37
H: 0.73 -0.58 -3.23
H: -0.47 -1.65 -2.59
H: 2.38 3.68 -2.07
H: 3.20 2.27 -2.56
H: 3.67 3.14 -1.11
H: -4.61 -1.25 -1.33
H: -3.88 0.29 -2.09
H: -3.66 -1.29 -2.79
H: 1.84 0.18 1.42
H: 1.67 -0.70 2.99
H: 1.21 -1.53 1.45
H: 0.57 1.96 3.25
H: 0.36 0.55 4.22
H: -1.07 1.40 3.56
H: -1.07 -1.78 1.83
H: -2.14 -0.54 2.42
H: -0.86 -1.36 3.46

# 5
The following is a quantum chemistry calculation of 8 unconnected molecules or ions with the total composition C21H53F3N3O15S in a non-equilibrium geometry, from the Open Molecules 2025 dataset.

Calculated values
molar mass = 676.722 g mol⁻¹
HOMO energy = -6.441 eV
lowest unoccupied orbital energy = 2.2 eV
DFT total energy = -2822.53327 hartree
total charge = -1

Positions of all 96 atoms, in Å:
C: 0.99 -1.73 -0.62
F: 1.92 -1.39 0.32
F: 1.57 -1.78 -1.78
F: 0.61 -2.93 -0.24
S: -0.41 -0.43 -0.64
O: -1.27 -0.85 -1.76
O: -1.02 -0.61 0.69
O: 0.32 0.85 -0.84
C: 0.36 2.93 -3.17
C: 1.92 2.69 -3.40
O: 2.30 1.60 -2.56
O: -0.44 1.77 -3.35
H: -0.02 3.67 -3.87
H: 0.08 3.41 -2.23
H: 2.52 3.56 -3.13
H: 1.97 2.22 -4.38
H: 1.59 1.54 -1.92
H: -0.25 1.25 -2.55
C: 0.62 -2.39 -5.01
C: 0.97 -0.88 -5.48
O: -0.09 -0.03 -5.34
O: -0.38 -2.80 -5.95
H: 0.27 -2.28 -3.98
H: 1.58 -2.92 -5.04
H: 1.36 -0.84 -6.50
H: 1.65 -0.34 -4.81
H: 0.02 0.53 -4.57
H: -0.32 -3.76 -5.95
C: -4.07 0.44 -4.62
C: -4.10 -1.01 -4.10
O: -2.81 -1.58 -4.09
O: -3.47 0.55 -5.84
H: -3.48 1.02 -3.90
H: -5.09 0.85 -4.54
H: -4.79 -1.73 -4.55
H: -4.53 -1.10 -3.10
H: -2.30 -1.30 -3.32
H: -3.29 1.46 -6.09
C: 1.93 -4.35 4.18
C: 1.63 -3.58 2.91
O: 2.78 -3.53 2.06
O: 0.77 -4.68 4.89
H: 2.69 -3.85 4.79
H: 2.53 -5.21 3.85
H: 1.16 -2.60 3.03
H: 0.88 -4.06 2.29
H: 2.65 -2.84 1.40
H: 0.99 -4.86 5.80
C: 3.39 -4.85 -2.09
C: 3.26 -5.76 -0.93
O: 2.01 -6.37 -0.95
O: 4.67 -4.27 -2.14
H: 2.62 -4.08 -2.07
H: 3.02 -5.31 -3.01
H: 3.33 -5.19 0.00
H: 4.05 -6.51 -0.78
H: 1.73 -6.52 -0.04
H: 5.15 -4.84 -2.74
C: -3.55 -0.61 3.08
O: -4.44 -0.48 3.94
N: -2.40 -1.26 3.32
N: -3.49 -0.18 1.83
H: -1.77 -1.24 2.54
H: -2.12 -1.74 4.16
H: -2.62 -0.18 1.33
H: -4.19 0.45 1.48
C: -0.83 5.24 1.11
C: -0.08 4.21 1.99
C: 0.63 4.99 3.13
C: 1.17 4.09 4.28
C: -0.07 3.39 4.88
C: -0.83 2.53 3.85
N: -1.17 3.33 2.62
O: -1.80 2.52 1.65
C: -0.05 1.22 3.56
C: -2.18 2.24 4.59
C: 0.92 3.48 1.12
H: -1.31 6.07 1.63
H: -1.69 4.85 0.56
H: -0.26 5.56 0.23
H: 1.46 5.53 2.65
H: 0.08 5.86 3.49
H: 1.52 4.67 5.14
H: 1.89 3.36 3.91
H: -0.68 4.06 5.49
H: 0.42 2.62 5.47
H: 0.04 0.55 4.42
H: -0.27 0.64 2.67
H: 0.97 1.47 3.24
H: -2.48 3.08 5.21
H: -3.00 2.01 3.90
H: -2.01 1.41 5.27
H: 0.38 3.04 0.27
H: 1.51 2.72 1.63
H: 1.61 4.22 0.70
H: -1.08 1.91 1.45

# 6
The following is a quantum chemistry calculation of a molecular structure, C10H8AsBrF22NaO2 in a non-equilibrium geometry, from the Open Molecules 2025 dataset.

Calculated values
molar mass = 755.944 g mol⁻¹
HOMO energy = -4.415 eV
lowest unoccupied orbital energy = 2.0 eV
energy relative to the best compared isomer or geometry (same formula, charge and spin) = 24.3 kcal/mol
DFT total energy = -7705.82327 hartree
total charge = -1

Positions of all 45 atoms, in Å:
Na: -0.42 0.27 -2.00
As: 0.83 3.65 -1.97
F: -0.69 2.87 -2.44
F: 0.20 5.16 -2.48
F: 2.28 4.38 -1.42
F: 1.41 2.05 -1.46
F: 1.52 3.34 -3.50
F: 0.15 3.84 -0.38
Br: 0.60 0.11 -4.74
C: 1.90 -2.81 -0.19
C: 2.75 -1.58 -0.44
C: 4.24 -1.80 -0.19
F: 4.53 -1.99 1.12
F: 4.63 -2.93 -0.86
F: 2.68 -1.25 -1.76
F: 2.32 -0.51 0.26
O: 0.55 -2.43 -0.31
C: -0.29 -3.44 -0.64
C: -1.68 -2.81 -0.51
F: -1.75 -1.84 -1.48
F: -2.67 -3.71 -0.73
F: -0.09 -3.84 -1.91
F: -0.14 -4.50 0.17
H: 2.17 -3.22 0.80
H: 2.20 -3.55 -0.93
H: 4.80 -0.94 -0.58
H: -1.87 -2.36 0.46
C: -0.79 2.04 1.90
C: 0.02 0.76 1.90
C: -0.42 -0.29 2.93
F: -1.69 -0.69 2.71
F: 0.41 -1.37 2.85
F: 0.12 0.21 0.67
F: 1.29 1.12 2.26
O: -2.18 1.96 1.72
C: -2.70 1.60 0.52
C: -4.22 1.65 0.68
F: -4.80 0.91 -0.29
F: -4.58 1.11 1.88
F: -2.32 2.43 -0.45
F: -2.33 0.34 0.14
H: -0.34 2.79 1.25
H: -0.68 2.47 2.90
H: -0.32 0.12 3.94
H: -4.61 2.67 0.63

# 7
The following is a quantum chemistry calculation of 2 unconnected molecules or ions with the total composition CH8N4O in a non-equilibrium geometry, from the Open Molecules 2025 dataset.

Calculated values
molar mass = 92.102 g mol⁻¹
HOMO energy = -9.165 eV
lowest unoccupied orbital energy = 0.7 eV
energy relative to the best compared isomer or geometry (same formula, charge and spin) = 113.8 kcal/mol
DFT total energy = -336.94109 hartree

Positions of all 14 atoms, in Å:
C: 0.24 0.99 -1.84
N: 0.12 0.77 -0.42
H: -0.46 1.50 -0.01
H: 0.82 0.20 0.87
H: 0.61 0.08 -2.33
H: 0.97 1.79 -2.06
H: -0.71 1.28 -2.31
N: -0.49 -0.35 2.44
O: 0.20 -1.82 -0.61
N: -0.47 -0.94 0.22
N: 0.31 -0.73 1.32
H: 1.06 -1.97 -0.18
H: -1.18 0.35 2.15
H: -1.01 -1.16 2.76

# 8
The following is a quantum chemistry calculation of a molecular structure, C45H51AsBrI2MoN4O6SSi2Te in a non-equilibrium geometry, from the Open Molecules 2025 dataset.

Calculated values
molar mass = 1464.338 g mol⁻¹
HOMO energy (spin up / spin down) = -1.388 / -1.386 eV
lowest unoccupied orbital energy (spin up / spin down) = 3.5 / 3.5 eV
energy relative to the best compared isomer or geometry (same formula, charge and spin) = 10.0 kcal/mol
DFT total energy = -9134.51937 hartree
total charge = -2
2S+1 = 4

Positions of all 115 atoms, in Å:
Mo: 1.07 -2.06 -0.22
O: 0.70 -8.44 0.06
C: 0.90 -7.08 0.13
C: 0.80 -6.32 1.28
C: 1.00 -4.89 1.12
N: 1.43 -4.32 0.04
C: 1.42 -5.08 -1.10
C: 1.25 -6.47 -1.08
C: 1.45 -4.17 -2.37
O: 2.03 -4.50 -3.40
O: 0.72 -3.12 -2.14
C: 0.30 -3.89 2.07
O: 0.00 -4.31 3.14
O: -0.10 -2.79 1.49
H: 0.28 -8.72 0.88
H: 0.37 -6.61 2.22
H: 1.13 -7.04 -1.97
I: 1.96 1.58 4.77
C: 2.17 0.28 3.24
C: 3.37 -0.16 2.71
N: 3.12 -1.05 1.73
N: 1.84 -1.06 1.50
C: 1.19 -0.29 2.42
H: 4.40 0.16 3.02
H: 3.91 -1.94 0.48
H: 0.13 -0.11 2.35
S: -0.26 -0.10 -0.68
Br: -5.09 1.60 5.72
C: -3.59 2.69 5.49
C: -3.04 3.04 6.74
C: -1.73 3.35 6.88
C: -0.98 3.54 5.77
C: -1.49 3.23 4.52
C: -2.78 2.67 4.35
I: -3.08 1.29 2.72
H: -3.71 2.96 7.58
H: -1.33 3.63 7.85
H: 0.07 3.87 5.82
H: -0.87 3.28 3.65
C: -6.32 0.15 -0.56
Si: -4.89 -0.96 -1.01
C: -5.72 -2.39 -1.99
C: -3.87 0.04 -2.28
As: -3.34 -1.37 0.73
Si: -4.63 -2.68 2.16
C: -4.17 -2.46 3.99
C: -6.52 -2.50 2.09
C: -4.33 -4.57 1.85
H: -6.89 0.55 -1.38
H: -5.98 1.08 -0.02
H: -7.06 -0.25 0.11
H: -6.27 -2.03 -2.84
H: -6.35 -3.09 -1.44
H: -4.79 -2.88 -2.37
H: -3.95 1.10 -1.95
H: -4.27 -0.15 -3.30
H: -2.86 -0.25 -2.22
H: -3.10 -2.54 4.08
H: -4.60 -3.22 4.68
H: -4.40 -1.46 4.26
H: -6.85 -1.58 2.58
H: -7.07 -3.26 2.72
H: -6.92 -2.54 1.08
H: -4.45 -4.82 0.82
H: -5.01 -5.18 2.41
H: -3.29 -4.78 2.12
C: -0.51 6.86 -3.96
C: -0.04 5.50 -3.57
C: 1.31 5.10 -3.67
C: 1.72 3.92 -3.13
C: 3.18 3.55 -3.33
C: 0.76 2.97 -2.58
Te: 1.48 0.90 -1.96
N: 2.70 -1.17 -1.37
C: 3.92 -1.59 -1.37
O: 4.48 -2.20 -0.32
C: 4.95 -1.41 -2.48
C: 6.26 -0.93 -2.28
C: 7.10 -0.53 -3.29
C: 6.67 -0.78 -4.61
C: 5.39 -1.29 -4.81
C: 4.51 -1.54 -3.78
C: 2.82 1.72 -0.44
C: 4.14 1.43 -0.70
C: 5.11 2.04 0.05
C: 4.76 2.92 1.06
C: 3.41 3.25 1.29
C: 2.43 2.67 0.53
C: 0.98 3.13 0.72
C: -0.61 3.33 -2.61
C: -1.76 2.55 -2.15
C: -0.96 4.59 -3.09
H: -1.02 7.36 -3.13
H: -1.02 6.73 -4.90
H: 0.35 7.52 -4.15
H: 1.96 5.78 -4.20
H: 3.85 4.37 -3.07
H: 3.36 3.19 -4.31
H: 3.51 2.81 -2.59
H: 6.61 -0.82 -1.26
H: 8.15 -0.25 -3.18
H: 7.32 -0.51 -5.50
H: 5.06 -1.48 -5.81
H: 3.52 -1.90 -3.93
H: 4.47 0.84 -1.58
H: 6.17 1.81 -0.24
H: 5.60 3.35 1.57
H: 3.14 4.03 2.08
H: 0.94 3.80 1.56
H: 0.26 2.32 0.81
H: 0.68 3.70 -0.14
H: -2.28 3.07 -1.40
H: -1.48 1.58 -1.78
H: -2.42 2.29 -2.97
H: -2.00 4.86 -3.10

# 9
The following is a quantum chemistry calculation of a single C2H3N3OS molecule in a non-equilibrium geometry, from the Open Molecules 2025 dataset.

Calculated values
molar mass = 117.133 g mol⁻¹
HOMO energy = -8.137 eV
lowest unoccupied orbital energy = 0.1 eV
energy relative to the best compared isomer or geometry (same formula, charge and spin) = 83.7 kcal/mol
DFT total energy = -715.56281 hartree
SMILES string = On1[nH]cnc1=S

Positions of all 10 atoms, in Å:
C: 0.06 1.60 -0.01
C: 0.03 -0.29 -1.10
H: -0.56 -2.20 0.25
H: 0.51 0.68 1.83
H: -0.05 2.60 0.12
N: 0.12 -0.50 0.32
N: 0.17 0.60 0.94
N: 0.11 1.08 -1.28
O: 0.01 -1.90 0.98
S: -0.40 -1.67 -2.05